A | Formula: C4H9ClN
Source: OMol25
Level of theory: the ωB97M-V functional and the def2-TZVPD basis

Calculated values
* total charge: +1
* frontier orbital gap: 8.34 eV

Last column: Mulliken charge in e.
CARTESIAN COORDINATES (ANGSTROEM)
C: -2.191 0.721 0.120  -0.2226
C: -0.673 0.598 -0.440  -0.1007
C: 0.905 -1.253 0.613  -0.8084
C: 0.210 0.086 0.556  0.1005
N: -1.351 1.820 0.021  -0.4121
Cl: 3.263 -1.339 -1.515  -0.2841
H: -3.021 0.636 -0.559  0.3108
H: -2.363 0.176 1.064  0.2373
H: -0.762 0.331 -1.552  0.3943
H: 1.087 -1.397 1.649  0.3119
H: 1.868 -1.321 0.132  0.0710
H: 0.432 -2.048 0.123  0.4197
H: 0.356 0.679 1.455  0.4340
H: -1.548 2.556 -0.592  0.2635
H: 3.789 -0.246 -1.076  0.2849



B | Formula: C4H9ClN
Source: OMol25
Level of theory: the ωB97M-V functional and the def2-TZVPD basis

Calculated values
* total charge: +1
* frontier orbital gap (alpha / beta): 8.91 / 8.73 eV

Last column: Mulliken charge in e.
CARTESIAN COORDINATES (ANGSTROEM)
C: -1.410 0.899 -0.581  -0.2286
C: -1.127 0.988 0.819  -0.4068
C: 0.091 -0.976 -0.153  -0.6286
C: 2.456 -0.686 0.406  -0.4029
N: -0.130 0.411 -0.097  0.0958
Cl: 2.796 0.922 -0.123  -0.1269
H: -2.011 0.058 -1.023  0.2547
H: -1.468 1.846 -1.247  0.2773
H: -0.983 1.902 1.327  0.2741
H: -1.459 0.248 1.407  0.2321
H: -0.680 -1.438 0.519  0.2860
H: 0.394 -1.354 -1.109  0.3742
H: 2.910 -1.364 -0.200  0.3999
H: 2.296 -0.778 1.495  0.3240
H: 0.704 1.127 -0.375  0.2756



Top of the stability list: A, leading by 1.331 eV.



A | Formula: C6H7ClO
Source: OMol25
Level of theory: the ωB97M-V functional and the def2-TZVPD basis

Calculated values
* structure (SMILES): C=CC(=O)/C(Cl)=C/C
* frontier orbital gap: 9.53 eV

Last column: Mulliken charge in e.
CARTESIAN COORDINATES (ANGSTROEM)
C: 0.911 -0.655 2.546  -1.2332
C: 0.464 -0.423 1.105  -0.1360
C: -0.521 0.385 0.709  0.4260
C: -0.958 0.573 -0.725  0.5305
C: 0.029 0.321 -1.832  -0.2648
C: -0.353 0.186 -3.124  -0.7410
H: 0.458 0.039 3.229  0.3534
H: 0.599 -1.653 2.855  0.2937
H: 1.992 -0.598 2.707  0.3162
H: 1.042 -0.984 0.339  0.2871
H: 1.053 0.293 -1.505  0.3143
H: 0.268 -0.068 -3.950  0.2988
H: -1.390 0.373 -3.253  0.2805
O: -2.041 1.071 -0.955  -0.5502
Cl: -1.552 1.138 1.853  -0.1753



B | Formula: C6H7ClO
Source: OMol25
Level of theory: the ωB97M-V functional and the def2-TZVPD basis

Calculated values
* structure (SMILES): CC1=C[C@H]2O[C@H]2[C@@H]1Cl
* frontier orbital gap: 10.35 eV

Last column: Mulliken charge in e.
CARTESIAN COORDINATES (ANGSTROEM)
C: -1.535 1.471 0.210  -1.2633
C: -0.373 0.536 0.008  0.3705
C: 0.772 0.776 -0.652  -0.6286
C: 1.624 -0.466 -0.658  0.2240
C: 0.884 -1.520 0.108  -0.5682
C: -0.346 -0.839 0.581  0.0198
H: -1.307 2.462 -0.159  0.3468
H: -2.502 1.020 0.097  0.3397
H: -1.328 1.817 1.324  0.2709
H: 1.112 1.731 -1.229  0.2863
H: 2.225 -0.724 -1.574  0.3578
H: 0.915 -2.583 0.020  0.4993
H: -0.606 -0.865 1.617  0.4317
O: 2.143 -0.985 0.629  -0.4452
Cl: -1.678 -1.830 -0.320  -0.2414



Top of the stability list: A, leading by 0.864 eV.